Record 1
# C39H50GeN8SSeY

A structure of composition C39H50GeN8SSeY at a distorted geometry (ωB97M-V/def2-TZVPD, the OMol25 dataset).

Computed properties:
* relative energy (zero: lowest compared OMol25 entry of this formula, charge and spin): 51.3 kcal/mol
* HOMO-LUMO gap: 0.1664 hartree
* total charge: +1
* multiplicity: 1
* F_max: 4.1 eV Å⁻¹
* E: -6868.802174 hartree
* E_HOMO: -8.4 eV

CARTESIAN COORDINATES (ANGSTROEM)
1 Y 0.671 -0.531 0.391
2 C -0.508 -1.464 5.146
3 C 0.333 -2.558 5.486
4 C 1.259 -2.893 4.525
5 C 1.318 -2.250 3.265
6 N 0.483 -1.226 2.955
7 C -0.360 -0.835 3.918
8 C 2.281 -2.702 2.275
9 C 2.996 -3.922 2.282
10 C 4.020 -4.129 1.360
11 C 4.369 -3.097 0.463
12 C 3.658 -1.903 0.536
13 N 2.486 -1.817 1.211
14 C 4.005 -0.677 -0.185
15 C 5.256 -0.486 -0.802
16 C 5.559 0.752 -1.365
17 C 4.605 1.755 -1.280
18 C 3.329 1.446 -0.835
19 N 2.946 0.199 -0.416
20 H -1.315 -1.017 5.779
21 H 0.414 -2.944 6.475
22 H 1.988 -3.615 4.779
23 H -1.042 -0.028 3.643
24 H 2.710 -4.698 3.009
25 H 4.638 -5.044 1.350
26 H 5.213 -3.228 -0.210
27 H 5.977 -1.314 -0.915
28 H 6.482 0.866 -2.000
29 H 4.819 2.676 -1.762
30 H 2.550 2.197 -0.944
31 C -4.328 3.421 -7.993
32 N -4.031 3.496 -6.538
33 C -3.345 2.561 -5.809
34 N -2.646 1.624 -6.500
35 S -3.322 2.752 -4.068
36 H -4.282 4.431 -8.346
37 H -5.252 2.864 -8.241
38 H -3.486 2.951 -8.551
39 H -4.699 4.011 -5.999
40 H -2.303 1.951 -7.409
41 H -1.941 1.187 -5.915
42 Se -0.879 1.250 -2.461
43 N 0.521 0.110 -1.873
44 C 1.039 -0.530 -2.907
45 C 1.955 -1.661 -2.885
46 C 2.297 -2.164 -4.146
47 C 1.634 -1.894 -5.328
48 C 0.872 -0.776 -5.469
49 C 0.487 -0.100 -4.254
50 N -0.460 0.864 -4.222
51 H 2.392 -2.004 -1.974
52 H 3.044 -2.981 -4.185
53 H 1.750 -2.573 -6.170
54 H 0.530 -0.318 -6.448
55 C -2.846 3.609 1.297
56 C -3.008 2.104 1.570
57 C -3.945 1.666 2.560
58 C -4.195 0.283 2.620
59 C -5.267 -0.252 3.587
60 C -3.348 -0.637 2.066
61 C -2.433 -0.266 1.044
62 C -2.420 1.173 0.770
63 N -1.623 -1.106 0.341
64 C -1.851 -2.544 0.164
65 C -0.640 -3.108 -0.644
66 C -3.105 -2.698 -0.727
67 C -1.782 -3.327 1.477
68 H -1.842 3.848 1.567
69 H -3.611 4.087 1.903
70 H -2.936 3.811 0.152
71 H -4.397 2.351 3.259
72 H -5.088 -1.267 3.917
73 H -6.229 -0.303 3.037
74 H -5.358 0.492 4.393
75 H -3.485 -1.685 2.339
76 H -1.989 1.537 -0.201
77 H -0.854 -3.037 -1.726
78 H -0.451 -4.160 -0.377
79 H 0.243 -2.611 -0.472
80 H -2.830 -2.814 -1.769
81 H -3.928 -1.998 -0.483
82 H -3.553 -3.687 -0.440
83 H -0.937 -2.859 2.033
84 H -1.542 -4.412 1.353
85 H -2.664 -3.258 2.112
86 C 2.890 3.834 1.454
87 Ge 1.832 2.582 2.554
88 C 3.109 1.408 3.468
89 C 0.997 3.764 3.885
90 C 0.507 1.698 1.387
91 H 3.760 4.195 2.000
92 H 2.154 4.684 1.318
93 H 3.299 3.395 0.478
94 H 4.064 1.923 3.634
95 H 3.286 0.468 2.944
96 H 2.719 1.126 4.495
97 H 1.849 4.423 4.314
98 H 0.647 3.184 4.711
99 H 0.192 4.378 3.404
100 H 0.196 2.465 0.658
101 H -0.277 1.553 2.133

=====

Record 2
# C39H51N7O6PSbTi

A structure of composition C39H51N7O6PSbTi (ωB97M-V/def2-TZVPD, the OMol25 dataset).

Computed properties:
* relative energy (zero: lowest compared OMol25 entry of this formula, charge and spin): 0.0 kcal/mol
* HOMO-LUMO gap (spin up / spin down): 0.2392 / 0.2977 hartree
* total charge: +2
* multiplicity: 3
* F_max: 0.7 eV Å⁻¹
* ⟨S²⟩: 2.01
* E: -3782.243538 hartree
* E_HOMO (spin up / spin down): -11.4 / -13.2 eV

CARTESIAN COORDINATES (ANGSTROEM)
1 Ti 0.222 0.095 0.660
2 C -1.411 -3.915 -2.338
3 C -1.101 -4.434 -0.966
4 C -1.570 -5.689 -0.571
5 C -1.192 -6.202 0.651
6 C -0.335 -5.453 1.449
7 C 0.058 -4.202 0.998
8 N -0.328 -3.690 -0.171
9 Sb 1.384 -3.129 2.306
10 C -0.095 -1.793 3.152
11 C -0.710 -2.390 4.245
12 C -1.596 -1.660 5.017
13 C -1.775 -0.323 4.716
14 C -1.109 0.232 3.631
15 C -1.218 1.705 3.375
16 N -0.321 -0.509 2.826
17 C 2.607 -1.929 0.954
18 C 3.884 -2.470 0.899
19 C 4.861 -1.850 0.129
20 C 4.533 -0.686 -0.530
21 C 3.249 -0.160 -0.403
22 C 2.928 1.147 -1.068
23 N 2.306 -0.776 0.322
24 H -0.917 -4.538 -3.087
25 H -2.481 -3.954 -2.541
26 H -1.066 -2.892 -2.437
27 H -2.208 -6.254 -1.237
28 H -1.532 -7.178 0.971
29 H 0.023 -5.846 2.392
30 H -0.491 -3.420 4.499
31 H -2.104 -2.114 5.856
32 H -2.412 0.303 5.323
33 H -2.086 2.121 3.881
34 H -0.330 2.212 3.763
35 H -1.286 1.924 2.312
36 H 4.124 -3.368 1.454
37 H 5.856 -2.266 0.062
38 H 5.261 -0.161 -1.134
39 H 3.286 1.146 -2.098
40 H 1.857 1.343 -1.072
41 H 3.435 1.964 -0.549
42 O -0.715 7.036 -0.513
43 C -1.625 6.116 -1.066
44 C -1.228 4.726 -0.652
45 C -1.994 3.624 -1.022
46 C -1.578 2.365 -0.650
47 N -0.483 2.137 0.087
48 C 0.230 3.206 0.495
49 C -0.097 4.501 0.116
50 C 1.340 2.905 1.427
51 C 2.125 3.888 2.010
52 C 3.107 3.529 2.925
53 C 4.001 4.589 3.525
54 O 3.360 5.838 3.632
55 C 3.242 2.183 3.242
56 C 2.418 1.263 2.621
57 N 1.488 1.603 1.727
58 H -0.957 7.929 -0.778
59 H -1.630 6.162 -2.162
60 H -2.650 6.302 -0.723
61 H -2.898 3.739 -1.606
62 H -2.132 1.487 -0.961
63 H 0.496 5.345 0.426
64 H 1.985 4.934 1.783
65 H 4.849 4.740 2.851
66 H 4.407 4.244 4.479
67 H 2.860 5.877 4.454
68 H 3.974 1.848 3.964
69 H 2.498 0.207 2.851
70 C -4.091 0.802 1.543
71 O -3.853 -0.074 0.440
72 P -2.460 -0.904 0.340
73 O -2.734 -1.592 -1.076
74 C -3.284 -0.967 -2.236
75 O -2.631 -2.124 1.350
76 C -3.724 -3.057 1.278
77 H -5.099 1.189 1.424
78 H -3.384 1.633 1.538
79 H -4.021 0.264 2.491
80 H -4.029 -1.639 -2.657
81 H -2.483 -0.807 -2.960
82 H -3.766 -0.023 -1.988
83 H -4.655 -2.568 1.560
84 H -3.494 -3.854 1.980
85 H -3.806 -3.462 0.272
86 C 1.712 -2.599 -2.284
87 N 1.109 -1.682 -3.229
88 C 1.446 -1.895 -4.631
89 C 0.298 -1.432 -5.500
90 C 0.056 0.030 -5.214
91 N 0.010 0.285 -3.776
92 C -0.384 1.631 -3.422
93 C 0.438 -0.580 -2.816
94 O 0.198 -0.350 -1.605
95 H 1.586 -3.620 -2.648
96 H 1.212 -2.517 -1.329
97 H 2.783 -2.401 -2.176
98 H 1.633 -2.960 -4.763
99 H 2.370 -1.365 -4.891
100 H -0.591 -2.021 -5.265
101 H 0.525 -1.573 -6.555
102 H -0.893 0.359 -5.644
103 H 0.845 0.644 -5.662
104 H -1.470 1.758 -3.449
105 H -0.021 1.876 -2.429
106 H 0.056 2.327 -4.138